{
  "formula": "C39H64FN3O4PS2W",
  "method": "wB97M-V/def2-TZVPD",
  "species": ["W", "C", "N", "C", "C", "C", "N", "C", "C", "C", "C", "C", "C", "C", "O", "C", "C", "C", "C", "C", "C", "C", "C", "C", "C", "C", "C", "C", "C", "C", "O", "C", "C", "C", "C", "C", "C", "C", "C", "H", "H", "H", "H", "H", "H", "H", "H", "H", "H", "H", "H", "H", "H", "H", "H", "H", "H", "H", "H", "H", "H", "H", "H", "H", "H", "H", "H", "H", "H", "H", "H", "H", "H", "H", "H", "H", "H", "H", "H", "H", "H", "H", "H", "H", "H", "H", "H", "H", "H", "H", "H", "H", "H", "C", "C", "O", "P", "S", "S", "O", "C", "C", "H", "H", "H", "H", "H", "H", "H", "H", "H", "H", "N", "C", "F"],
  "xyz": [[-0.63, -0.34, -1.20], [-0.51, 1.18, -4.01], [-1.51, 1.11, -2.93], [-2.78, 0.60, -3.50], [-1.77, 2.48, -2.42], [-0.90, 2.82, -1.23], [-1.04, 1.80, -0.17], [-0.05, 2.07, 0.91], [1.37, 2.18, 0.45], [2.20, 3.03, 1.16], [3.54, 3.16, 0.85], [4.02, 2.38, -0.21], [3.23, 1.51, -0.96], [1.87, 1.43, -0.61], [0.99, 0.63, -1.30], [3.91, 0.62, -2.00], [3.20, 0.71, -3.36], [5.37, 1.02, -2.25], [3.91, -0.82, -1.46], [4.43, 4.10, 1.65], [5.89, 4.08, 1.18], [3.90, 5.53, 1.52], [4.40, 3.68, 3.13], [-2.38, 1.94, 0.45], [-2.64, 0.92, 1.51], [-2.94, 1.24, 2.82], [-3.27, 0.24, 3.73], [-3.35, -1.06, 3.24], [-3.08, -1.43, 1.92], [-2.65, -0.40, 1.08], [-2.28, -0.61, -0.21], [-3.34, -2.85, 1.42], [-4.35, -2.81, 0.26], [-3.94, -3.73, 2.52], [-2.05, -3.53, 0.94], [-3.53, 0.59, 5.19], [-3.88, -0.63, 6.03], [-4.69, 1.59, 5.28], [-2.26, 1.23, 5.78], [-0.90, 1.76, -4.85], [-0.27, 0.17, -4.34], [0.40, 1.64, -3.64], [-3.18, 1.33, -4.21], [-3.49, 0.41, -2.71], [-2.59, -0.34, -4.02], [-2.83, 2.56, -2.17], [-1.59, 3.21, -3.22], [-1.18, 3.80, -0.84], [0.14, 2.88, -1.53], [-0.16, 1.29, 1.65], [-0.33, 3.02, 1.39], [1.77, 3.60, 1.97], [5.06, 2.46, -0.46], [3.15, 1.75, -3.70], [2.20, 0.29, -3.32], [3.76, 0.14, -4.11], [5.46, 2.05, -2.60], [5.78, 0.36, -3.02], [5.98, 0.89, -1.36], [2.91, -1.16, -1.19], [4.53, -0.88, -0.57], [4.31, -1.51, -2.20], [5.98, 4.40, 0.14], [6.33, 3.08, 1.27], [6.48, 4.76, 1.79], [3.91, 5.85, 0.48], [4.53, 6.22, 2.09], [2.88, 5.62, 1.89], [4.76, 2.66, 3.25], [3.40, 3.73, 3.54], [5.04, 4.34, 3.72], [-3.13, 1.83, -0.33], [-2.47, 2.95, 0.86], [-2.92, 2.28, 3.13], [-3.65, -1.84, 3.92], [-5.28, -2.34, 0.58], [-4.57, -3.82, -0.07], [-3.95, -2.26, -0.59], [-4.87, -3.33, 2.90], [-3.24, -3.87, 3.35], [-4.15, -4.72, 2.10], [-1.64, -3.05, 0.05], [-2.26, -4.57, 0.68], [-1.27, -3.51, 1.70], [-4.79, -1.12, 5.68], [-4.05, -0.33, 7.07], [-3.07, -1.37, 6.03], [-5.60, 1.15, 4.86], [-4.48, 2.51, 4.74], [-4.89, 1.85, 6.32], [-1.42, 0.55, 5.71], [-2.42, 1.48, 6.83], [-2.00, 2.15, 5.25], [2.07, -4.28, -5.31], [2.92, -3.58, -4.28], [2.65, -4.02, -2.94], [1.34, -3.70, -2.09], [1.58, -4.01, -0.22], [0.77, -1.82, -2.73], [0.30, -4.70, -2.81], [-1.04, -4.77, -2.31], [-1.82, -5.71, -3.19], [2.40, -3.98, -6.31], [1.02, -4.01, -5.20], [2.15, -5.36, -5.22], [2.79, -2.50, -4.33], [3.98, -3.81, -4.43], [-1.48, -3.77, -2.32], [-1.01, -5.12, -1.28], [-1.84, -5.35, -4.22], [-2.85, -5.80, -2.84], [-1.37, -6.71, -3.18], [0.49, -1.20, 1.71], [0.18, -1.03, 0.62], [-1.82, -1.46, -2.23]],
  "s2": 0.76,
  "homo_ev": [-7.7, -7.8],
  "spin_multiplicity": 2,
  "gap_ha": [0.2452, 0.2485]
}



{
  "formula": "C2H4OS",
  "method": "wB97M-V/def2-TZVPD",
  "species": ["C", "C", "O", "S", "H", "H", "H", "H"],
  "xyz": [[-1.29, -0.44, 0.32], [1.12, 0.34, -0.23], [-0.31, 0.33, -0.36], [-2.80, -0.22, -0.24], [-1.09, -1.04, 1.21], [1.44, 1.34, -0.40], [1.54, -0.40, -1.09], [1.38, 0.09, 0.79]],
  "smiles": "COC=S",
  "homo_ev": [-8.9, -8.9],
  "spin_multiplicity": 1,
  "gap_ha": [0.3339, 0.3339]
}